The following is a DFT calculation (ωB97M-V with the def2-TZVPD basis set) of a molecular structure, C55H64N2O5PTi.

XYZ file:
```
128
C55H64N2O5PTi | the OMol25 dataset | ωB97M-V with the def2-TZVPD basis set
Ti 0.37972 0.75125 -0.41449
O 0.35542 1.73885 -1.80549
C -0.00028 1.77495 -3.14379
C 0.23822 0.40115 -3.87279
C 0.07932 -0.86705 -3.08669
C -0.68818 -1.93555 -3.54489
C -0.62138 -3.14855 -2.87549
C 0.24202 -3.27585 -1.80049
C 0.94522 -2.15165 -1.37319
C 1.90592 -2.25155 -0.21719
C 2.74512 -0.96405 -0.04019
O 1.88002 0.10965 0.09971
C 3.63712 -0.96635 1.20261
C 3.85102 -2.05005 2.04091
C 4.67642 -1.91905 3.14841
C 5.28172 -0.71075 3.43801
C 5.07552 0.37595 2.60301
C 4.26602 0.24175 1.49271
C 3.69662 -0.79525 -1.22939
C 4.80102 -1.63165 -1.34729
C 5.69832 -1.45845 -2.38489
C 5.49842 -0.45755 -3.32149
C 4.40132 0.37985 -3.20609
C 3.51172 0.21925 -2.15649
N 0.82472 -0.97885 -1.98699
C -1.46658 2.20095 -3.19999
C -1.77758 3.55715 -3.22509
C -3.09368 3.98055 -3.18859
C -4.12128 3.05735 -3.09479
C -3.82428 1.70465 -3.06559
C -2.50678 1.27895 -3.12809
C 0.87482 2.77095 -3.90959
C 1.95272 3.37505 -3.27959
C 2.81392 4.20075 -3.98259
C 2.59012 4.44285 -5.32579
C 1.49722 3.86785 -5.95469
C 0.64442 3.03335 -5.25529
H 1.28382 0.40625 -4.20439
H -0.40348 0.37595 -4.75459
H -1.30268 -1.82265 -4.42549
H -1.21168 -3.99005 -3.20759
H 0.36652 -4.21965 -1.29739
H 2.56122 -3.10835 -0.38669
H 1.32052 -2.42125 0.69251
H 3.39592 -3.00875 1.84321
H 4.84792 -2.77305 3.78611
H 5.91542 -0.61885 4.30571
H 5.55612 1.31995 2.80921
H 4.13312 1.07395 0.81221
H 4.97662 -2.40725 -0.61569
H 6.56172 -2.10185 -2.45659
H 6.20402 -0.32375 -4.12689
H 4.23622 1.16795 -3.92679
H 2.65762 0.87795 -2.04909
H -0.98328 4.28685 -3.28339
H -3.30968 5.03895 -3.22479
H -5.14668 3.39085 -3.05719
H -4.61878 0.97455 -3.00329
H -2.29738 0.21755 -3.15539
H 2.10862 3.19015 -2.22429
H 3.66272 4.64605 -3.48279
H 3.26402 5.07605 -5.88229
H 1.31622 4.06285 -6.99969
H -0.20208 2.59105 -5.75919
C -3.55128 2.98905 1.38141
C -2.24508 2.50965 0.75571
C -1.51138 3.69495 0.12871
P -1.00728 1.46885 1.76281
C -0.59108 2.60315 3.23631
C -0.32008 1.85455 4.54241
C 0.60732 3.50855 2.97011
C -2.17158 0.29895 2.61551
C -3.07698 0.85755 3.51961
C -3.96328 0.11185 4.27611
C -4.92458 0.77615 5.21261
C -3.92478 -1.27055 4.14661
C -3.03578 -1.86155 3.27681
C -2.16248 -1.10245 2.49381
N -1.24938 -1.74485 1.65251
C -1.39818 -3.12945 1.32551
C -0.63218 -4.08015 2.00461
C 0.17932 -3.70435 3.21141
C -0.64388 -5.39345 1.56011
C -1.41248 -5.78815 0.47241
C -1.35328 -7.19475 -0.03809
C -2.23638 -4.84625 -0.12479
C -2.24948 -3.52375 0.29181
C -3.17178 -2.54215 -0.36569
H -4.12348 3.51595 0.61871
H -3.38288 3.68225 2.20191
H -4.15778 2.15775 1.72821
H -2.52348 1.82595 -0.05789
H -2.13008 4.13935 -0.65059
H -0.56678 3.37695 -0.32469
H -1.31348 4.46105 0.87571
H -1.46658 3.24645 3.37251
H 0.68562 1.44085 4.53581
H -1.02578 1.04785 4.71701
H -0.39388 2.54955 5.37871
H 1.51712 2.91575 2.91301
H 0.50632 4.08265 2.05431
H 0.71572 4.20495 3.80051
H -3.08718 1.92265 3.66601
H -4.83078 1.85775 5.16051
H -4.74198 0.45795 6.23801
H -5.94708 0.50355 4.95671
H -4.58788 -1.88185 4.73721
H -3.00638 -2.93695 3.18521
H 1.17092 -3.35075 2.92531
H 0.30702 -4.57225 3.85451
H -0.31928 -2.92535 3.78441
H -0.03618 -6.12375 2.07511
H -1.56518 -7.90165 0.76161
H -0.35618 -7.41235 -0.42179
H -2.07168 -7.35065 -0.83899
H -2.88288 -5.14335 -0.93749
H -4.04148 -3.05845 -0.76689
H -2.65808 -2.04115 -1.18879
H -3.51098 -1.78585 0.34091
O 1.70602 2.63595 0.41951
H 2.40912 3.08675 -0.06719
H 2.12122 1.90385 0.90841
O 0.88552 -0.22645 2.58221
H 1.47002 -0.47895 3.30461
H 0.27672 -0.97465 2.42901
O -1.16928 -0.07715 -0.54549
H -1.87398 0.12455 -1.16909
H -1.11118 -1.19205 0.80151
```

Its net charge is +1. The LUMO energy is -2.4 eV. The value obtained for the energy above the lowest of the compared OMol25 structures with the same formula, charge and spin is 31.6 kcal per mole. The value obtained for the maximum force is 2.3 eV Å⁻¹.

Results of the Mulliken charge analysis, in e, for atoms 1 through 99:
1 Ti 1.54
2 O 0.37
3 C 2.99
4 C -2.04
5 C -0.01
6 C -0.48
7 C -1.11
8 C -0.58
9 C 0.08
10 C -1.61
11 C 2.09
12 O 0.78
13 C -0.02
14 C 0.42
15 C -1.09
16 C -0.68
17 C -1.15
18 C -0.26
19 C -0.29
20 C -0.31
21 C -1.03
22 C -0.89
23 C -0.96
24 C 0.43
25 N 1.04
26 C 0.26
27 C -0.75
28 C -0.62
29 C -0.77
30 C -0.78
31 C -0.49
32 C -0.33
33 C -0.04
34 C -0.81
35 C -0.67
36 C -0.98
37 C -0.10
38 H 0.55
39 H 0.61
40 H 0.55
41 H 0.45
42 H 0.76
43 H 1.43
44 H -0.77
45 H 0.49
46 H 0.48
47 H 0.44
48 H 0.48
49 H 0.23
50 H 0.46
51 H 0.46
52 H 0.43
53 H 0.49
54 H 0.18
55 H 0.46
56 H 0.41
57 H 0.45
58 H 0.48
59 H -0.05
60 H 0.04
61 H 0.46
62 H 0.42
63 H 0.46
64 H 0.47
65 C -1.60
66 C 1.92
67 C -1.49
68 P 1.87
69 C 0.79
70 C -1.45
71 C -1.54
72 C -1.10
73 C -0.32
74 C 0.67
75 C -1.91
76 C -1.10
77 C -0.57
78 C 0.60
79 N 1.89
80 C -1.37
81 C 1.29
82 C -1.09
83 C -0.87
84 C 0.64
85 C -1.69
86 C -0.95
87 C 0.38
88 C -0.71
89 H 0.48
90 H 0.27
91 H 0.48
92 H -0.82
93 H 0.40
94 H 0.16
95 H 0.41
96 H 0.53
97 H 0.22
98 H 0.23
99 H 0.52

---

The following is a DFT calculation (ωB97M-V with the def2-TZVPD basis set) of C3H2Br2P2 in the gas phase.

XYZ file:
```
9
C3H2Br2P2 | the OMol25 dataset | ωB97M-V with the def2-TZVPD basis set
C -0.67969 0.65609 -0.13758
C 0.68999 0.71220 -0.06565
C 1.34700 -0.41710 0.23020
P -0.56137 -2.74931 -0.09665
P -1.34375 -0.94333 0.07323
Br 1.28198 2.55586 -0.02901
Br 3.14811 -0.81686 0.00658
H -1.35553 1.46467 -0.35920
H -2.52674 -0.46222 0.37809
```

Its net charge is 0. The LUMO energy (spin up / spin down) is -2.0 / -2.1 eV. The value obtained for the energy above the lowest of the compared OMol25 structures with the same formula, charge and spin is 108.6 kcal per mole. The value obtained for the maximum force is 2.9 eV Å⁻¹.

Want to see where the charge sits? The Mulliken charges in e are:
1 C -0.62
2 C 0.61
3 C -0.47
4 P -0.03
5 P 0.25
6 Br -0.14
7 Br -0.04
8 H 0.41
9 H 0.03

---

The following is a DFT calculation (ωB97M-V with the def2-TZVPD basis set) of a molecular structure, C27H35N8O8Ti.

XYZ file:
```
79
C27H35N8O8Ti | the OMol25 dataset | ωB97M-V with the def2-TZVPD basis set
Ti -0.05970 -0.28598 -0.20586
C -4.26339 0.85270 0.86807
C -2.79905 0.55453 0.82281
N -2.04042 0.73351 -0.19470
C -2.54350 1.20980 -1.47617
C -1.96973 0.31547 -2.57900
N -0.55651 -0.04031 -2.34184
C 0.46581 0.79431 -2.99314
C 0.68467 2.06600 -2.19508
N 0.91606 1.71311 -0.76675
C 2.34038 1.81331 -0.31284
C 2.78051 0.55522 0.45297
N 1.60220 0.09931 1.15688
C 1.49576 -0.26239 2.37628
C 2.60832 -0.40449 3.36244
C 0.07411 -0.43922 2.78716
C -0.38970 -0.69464 4.06565
C -1.75713 -0.60358 4.29599
C -2.61246 -0.20732 3.27627
C -2.08208 0.02242 2.01451
N -0.77593 -0.15662 1.79158
H -4.43966 1.90918 0.65803
H -4.69874 0.62608 1.83548
H -4.80077 0.27891 0.10898
H -2.21861 2.24550 -1.59821
H -3.63218 1.20175 -1.54299
H -2.10168 0.79625 -3.55096
H -2.53414 -0.61620 -2.59589
H -0.38919 -1.00616 -2.64797
H 0.19948 1.03220 -4.02630
H 1.38596 0.20573 -3.01775
H -0.19749 2.70229 -2.25382
H 1.51642 2.64062 -2.60357
H 0.39592 2.38084 -0.20984
H 2.43533 2.68079 0.34044
H 2.99493 1.97728 -1.16694
H 3.62546 0.78380 1.10320
H 3.07175 -0.23162 -0.24287
H 3.54941 -0.62674 2.86544
H 2.39666 -1.19594 4.07870
H 2.73157 0.52582 3.92288
H 0.28435 -0.93362 4.87553
H -2.15152 -0.79643 5.28432
H -3.66306 -0.06935 3.48304
O -0.78868 -3.46525 1.05592
C -1.63256 -2.90301 0.33593
O -1.40898 -1.87166 -0.38040
C -3.03808 -3.41756 0.30501
C -4.01090 -2.68732 -0.36148
C -5.31463 -3.13569 -0.36715
C -5.69011 -4.31434 0.25015
C -4.69794 -5.02227 0.90224
C -3.38433 -4.59655 0.95055
N -5.05837 -6.28589 1.58680
O -6.21902 -6.61584 1.55240
O -4.15827 -6.88445 2.13577
N -6.33354 -2.31235 -1.04732
O -5.97506 -1.21731 -1.45181
O -7.42937 -2.78779 -1.19136
H -3.75284 -1.77499 -0.87434
H -6.71156 -4.66681 0.23204
H -2.64940 -5.17659 1.48878
O 0.65950 -2.52589 -2.63731
C 1.20263 -2.65414 -1.55652
O 1.33790 -1.74264 -0.64423
C 1.84519 -3.99388 -1.21111
N 1.58842 -4.34730 0.23627
C 1.26160 -5.82496 0.30109
C 1.66053 -6.36626 -1.06466
C 1.34141 -5.19709 -1.99338
H 2.92425 -3.88105 -1.33180
H 0.76838 -3.80250 0.60281
H 2.39696 -4.12414 0.80803
H 0.18778 -5.89761 0.46122
H 1.77734 -6.27918 1.14266
H 1.10988 -7.27102 -1.31026
H 2.72565 -6.60278 -1.09246
H 0.26631 -5.10546 -2.15898
H 1.82122 -5.26676 -2.96557
```

Its net charge is +2. The LUMO energy (spin up / spin down) is -6.3 / -6.7 eV. The spin multiplicity is 2. The value obtained for the maximum force is 0.5 eV Å⁻¹.

Want to see where the charge sits? The Mulliken charges in e are:
1 Ti -0.70
2 C -1.67
3 C 0.50
4 N 0.60
5 C -0.77
6 C -0.87
7 N 0.27
8 C -0.66
9 C -0.80
10 N 0.12
11 C -0.95
12 C -0.65
13 N 0.68
14 C 0.44
15 C -2.10
16 C 0.91
17 C -0.90
18 C -1.11
19 C -0.84
20 C 0.88
21 N 1.12
22 H 0.41
23 H 0.46
24 H 0.25
25 H 0.34
26 H 0.72
27 H 0.48
28 H 0.25
29 H 0.36
30 H 0.47
31 H 0.29
32 H 0.29
33 H 0.52
34 H 0.31
35 H 0.39
36 H 0.44
37 H 0.64
38 H 0.11
39 H 0.51
40 H 0.53
41 H 0.32
42 H 0.45
43 H 0.50
44 H 0.41
45 O -1.06
46 C 0.59
47 O -0.43
48 C 0.51
49 C -0.09
50 C -0.40
51 C -0.62
52 C -0.49
53 C -0.42
54 N 1.07
55 O -0.59
56 O -0.61
57 N 1.06
58 O -0.62
59 O -0.59
60 H 0.32
61 H 0.64
62 H 0.69
63 O -0.72
64 C -0.19
65 O -0.50
66 C 0.31
67 N 0.29
68 C -0.26
69 C -0.70
70 C -0.73
71 H 0.37
72 H -0.18
73 H 0.45
74 H 0.07
75 H 0.41
76 H 0.44
77 H 0.32
78 H 0.30
79 H 0.44

---

The following is a DFT calculation (ωB97M-V with the def2-TZVPD basis set) of a molecular structure, C28H37ClN4P2Zn.

XYZ file:
```
73
C28H37ClN4P2Zn | the OMol25 dataset | ωB97M-V with the def2-TZVPD basis set
Zn 1.90046 -0.77542 1.01340
C -3.93288 -5.00717 -2.18656
C -2.74579 -4.45272 -2.44576
C -2.22378 -3.06781 -2.13844
C -1.97013 -2.81434 -0.64519
C -3.13507 -2.30332 0.14614
C -4.42977 -2.30264 -0.19390
C -5.10825 -2.82004 -1.42696
C -5.13546 -4.36091 -1.57188
C 1.47974 -1.40694 2.92931
H -4.07210 -6.07506 -2.40344
H -2.00521 -5.07947 -2.95248
H -2.84492 -2.26360 -2.55168
H -1.25142 -3.02148 -2.66201
H -1.54522 -3.72995 -0.20282
H -1.16890 -2.06494 -0.56187
H -2.84930 -1.91333 1.13177
H -5.12202 -1.85459 0.52448
H -4.73227 -2.38102 -2.35526
H -6.15617 -2.48498 -1.34877
H -5.32824 -4.81073 -0.58866
H -6.02168 -4.61980 -2.16994
H 2.41608 -1.82630 3.31220
H 0.72511 -2.20281 2.83510
H 1.14219 -0.69724 3.69478
P 0.84894 1.07402 1.95586
P 2.15215 0.52902 -1.16103
N -0.86087 1.33963 2.31661
N 1.53177 2.04389 3.27111
N 0.82283 1.10571 -2.15875
N 3.40703 0.97859 -2.43904
C 0.99017 2.29220 0.61683
C 2.30787 2.07406 -0.15771
C -1.64348 0.54127 3.16144
C -2.87218 1.16735 3.34572
C -2.84322 2.39836 2.61383
C -1.59692 2.49220 2.01184
C 2.35153 1.57095 4.30435
C 2.77392 2.65766 5.06319
C 2.19807 3.83630 4.48553
C 1.41117 3.43003 3.42230
C -0.29106 0.35758 -2.56586
C -1.22605 1.21316 -3.13290
C -0.67923 2.53705 -3.09792
C 0.56961 2.44451 -2.51001
C 3.35326 1.77373 -3.59130
C 4.65001 2.04891 -4.02255
C 5.54395 1.40876 -3.10464
C 4.76284 0.78390 -2.14160
H 0.96629 3.31892 1.00323
H 0.11419 2.15094 -0.03567
H 2.55737 2.95309 -0.77001
H 3.16412 1.89492 0.51729
H -1.25370 -0.39092 3.54402
H -3.69660 0.80497 3.93812
H -3.62591 3.13784 2.52250
H -1.17018 3.26069 1.37786
H 2.55044 0.51368 4.40948
H 3.41205 2.62310 5.93317
H 2.33799 4.86123 4.79954
H 0.78964 4.00511 2.75077
H -0.29642 -0.71713 -2.45298
H -2.19397 0.94650 -3.53394
H -1.12537 3.45335 -3.46387
H 1.29552 3.21773 -2.30996
H 2.41548 2.07621 -4.03661
H 4.91325 2.64964 -4.88122
H 6.62325 1.41981 -3.14857
H 5.03597 0.18424 -1.28718
Cl 3.78123 -2.40363 -1.05805
C 3.21292 -2.28586 0.55094
H 2.58228 -3.16012 0.73524
H 4.06304 -2.27653 1.22902
```

Its net charge is 0. The LUMO energy is -0.7 eV. The value obtained for the energy above the lowest of the compared OMol25 structures with the same formula, charge and spin is 5.9 kcal per mole. The value obtained for the maximum force is 4.6 eV Å⁻¹.

Want to see where the charge sits? The Mulliken charges in e are:
1 Zn -0.14
2 C -0.62
3 C -0.32
4 C -0.75
5 C 0.62
6 C -0.52
7 C -0.31
8 C -0.90
9 C -0.57
10 C -1.98
11 H 0.33
12 H 0.30
13 H 0.32
14 H 0.35
15 H 0.37
16 H -0.39
17 H 0.33
18 H 0.34
19 H 0.29
20 H 0.40
21 H 0.34
22 H 0.42
23 H 0.40
24 H 0.48
25 H 0.67
26 P 1.36
27 P -0.16
28 N 0.64
29 N 0.42
30 N 0.61
31 N 0.41
32 C -1.14
33 C -1.45
34 C -0.45
35 C -0.72
36 C -0.73
37 C -0.26
38 C -0.43
39 C -0.60
40 C -0.69
41 C -0.18
42 C -0.92
43 C -0.47
44 C -1.03
45 C -0.43
46 C -0.26
47 C -0.67
48 C -0.61
49 C -0.44
50 H 0.32
51 H 0.58
52 H 0.46
53 H 0.60
54 H 0.42
55 H 0.45
56 H 0.44
57 H 0.36
58 H 0.35
59 H 0.43
60 H 0.43
61 H 0.27
62 H 0.69
63 H 0.47
64 H 0.48
65 H 0.57
66 H 0.50
67 H 0.42
68 H 0.43
69 H 0.37
70 Cl -0.19
71 C -0.85
72 H 0.36
73 H 0.39

---

The following is a DFT calculation (ωB97M-V with the def2-TZVPD basis set) of 3 unconnected molecules or ions with the total composition C5H11NO2S.

XYZ file:
```
20
C5H11NO2S | the OMol25 dataset | ωB97M-V with the def2-TZVPD basis set
C -0.89526 4.24440 -1.56716
C -0.77750 3.23240 -0.69658
C -1.35770 1.85104 -1.03573
C -0.19470 3.35190 0.66985
H -0.42837 5.19607 -1.40221
H -1.42858 4.30174 -2.51422
H -1.22605 1.55737 -2.06201
H -2.42795 1.66537 -0.78277
H -0.94249 1.00435 -0.27915
H 0.05320 4.38433 1.10607
H -1.08349 2.98423 1.19303
H 0.51438 2.58884 0.99209
O 1.70697 -0.58070 -1.70387
C 1.81498 0.49352 -2.08093
N 1.96155 1.58268 -2.57760
O 2.08192 2.80795 -1.87384
H 1.46173 3.46905 -2.36558
S -0.39335 -4.14053 1.33411
H -0.94546 -3.68488 2.36682
H -1.53697 -4.37015 0.71814
```

Its net charge is 0. The LUMO energy is 0.5 eV. The value obtained for the energy above the lowest of the compared OMol25 structures with the same formula, charge and spin is 106.7 kcal per mole. The value obtained for the maximum force is 3.4 eV Å⁻¹.

Want to see where the charge sits? The Mulliken charges in e are:
1 C -1.19
2 C 1.11
3 C -1.24
4 C -1.24
5 H 0.35
6 H 0.30
7 H 0.34
8 H 0.35
9 H 0.25
10 H 0.31
11 H 0.37
12 H 0.30
13 O -0.38
14 C 0.67
15 N -0.37
16 O -0.32
17 H 0.39
18 S -0.25
19 H 0.12
20 H 0.13